[1]
DFT (ωB97M-V with the def2-TZVPD basis set) results for a structure of composition C25H22BClIN7O2SZn.

- charge = 0
- relative energy (zero: lowest compared OMol25 entry of this formula, charge and spin) (kJ/mol) = 16.6
- LUMO (eV) = 0.2
- HOMO energy (eV) = -7.2
- orbital gap (eV) = 7.43

```
61
C25H22BClIN7O2SZn (ωB97M-V with the def2-TZVPD basis set)
Zn -0.285 0.043 0.815
C 2.196 -2.575 3.298
C 0.924 -2.196 2.858
N 1.006 -1.156 2.038
N 2.310 -0.845 1.933
C 3.049 -1.682 2.680
B 2.785 0.348 1.080
N 2.041 1.610 1.579
C 2.543 2.693 2.191
C 1.497 3.536 2.513
C 0.359 2.868 2.050
N 0.701 1.715 1.492
N 2.381 0.105 -0.391
C 3.146 0.104 -1.493
C 2.328 -0.098 -2.590
C 1.045 -0.210 -2.047
N 1.094 -0.093 -0.726
H 2.450 -3.384 3.959
H -0.032 -2.630 3.107
H 4.120 -1.580 2.725
H 3.967 0.484 1.176
H 3.602 2.797 2.358
H 1.553 4.489 3.008
H -0.676 3.166 2.103
H 4.211 0.249 -1.440
H 2.620 -0.155 -3.623
H 0.102 -0.357 -2.549
Cl -4.698 -4.897 2.797
C -3.819 -3.408 2.601
C -4.025 -2.384 3.489
C -3.340 -1.179 3.343
I -3.704 0.433 4.631
C -2.406 -0.945 2.330
O -1.791 0.178 2.179
C -2.210 -2.036 1.400
N -1.315 -1.824 0.402
C -1.126 -2.753 -0.503
C -1.834 -3.965 -0.501
C -2.719 -4.221 0.509
C -2.930 -3.255 1.517
H -4.723 -2.510 4.304
H -0.391 -2.539 -1.270
H -1.672 -4.681 -1.295
H -3.264 -5.154 0.548
C -3.939 1.204 -1.808
S -3.090 1.037 -0.197
O -1.645 0.953 -0.604
C -3.344 2.751 0.294
C -2.508 3.723 -0.231
C -2.720 5.050 0.109
C -3.759 5.385 0.968
C -4.579 4.400 1.501
C -4.371 3.069 1.167
H -3.306 1.796 -2.467
H -4.903 1.687 -1.666
H -4.072 0.201 -2.212
H -1.700 3.422 -0.887
H -2.076 5.819 -0.297
H -3.928 6.422 1.229
H -5.377 4.664 2.181
H -4.992 2.286 1.584
```



[2]
DFT (ωB97M-V with the def2-TZVPD basis set) results for a structure of composition C25H22ClFeNP in a non-equilibrium geometry.

- spin multiplicity = 6
- charge = +2
- relative energy (zero: lowest compared OMol25 entry of this formula, charge and spin) (kJ/mol) = 0.0
- LUMO (alpha / beta) (eV) = -6.5 / -10.0
- HOMO energy (alpha / beta) (eV) = -15.0 / -14.9
- orbital gap (alpha / beta) (eV) = 8.50 / 4.92
- ⟨S²⟩ = 8.78

```
51
C25H22ClFeNP (ωB97M-V with the def2-TZVPD basis set)
Fe -0.421 0.303 -0.176
Cl 1.490 -0.230 0.734
P -1.162 -1.063 -1.640
C -1.274 -0.209 -3.221
C -2.468 -0.232 -3.953
C -2.515 0.371 -5.211
C -1.401 1.055 -5.704
C -0.229 1.127 -4.935
C -0.153 0.510 -3.683
C -0.047 -2.491 -1.878
C 0.383 -3.214 -0.759
C 1.280 -4.281 -0.939
C 1.741 -4.608 -2.229
C 1.361 -3.825 -3.319
C 0.480 -2.756 -3.153
C -2.735 -1.785 -1.172
C -3.332 -1.488 0.060
C -4.492 -2.180 0.418
C -5.058 -3.140 -0.431
C -4.456 -3.408 -1.660
C -3.289 -2.746 -2.027
H 0.012 -2.939 0.234
H 1.591 -4.887 -0.091
H 2.454 -5.436 -2.341
H 1.713 -4.062 -4.328
H 0.182 -2.180 -4.025
H -3.365 -0.693 -3.536
H -3.408 0.268 -5.824
H -1.387 1.461 -6.715
H 0.642 1.653 -5.307
H 0.742 0.617 -3.059
H -2.866 -0.748 0.723
H -4.966 -1.971 1.369
H -5.985 -3.627 -0.137
H -4.884 -4.134 -2.348
H -2.792 -2.997 -2.964
H -6.584 2.039 -4.574
H -6.990 1.699 -4.028
N -1.273 1.715 0.759
C -1.026 2.509 1.590
C -0.479 3.436 2.465
C 0.927 3.652 2.515
C 1.391 4.636 3.386
C 0.453 5.318 4.177
C -0.935 5.051 4.169
C -1.409 4.101 3.269
H 1.561 3.050 1.841
H 2.487 4.806 3.406
H 0.797 6.066 4.891
H -1.662 5.570 4.799
H -2.463 3.813 3.140
```



[3]
DFT (ωB97M-V with the def2-TZVPD basis set) results for a structure of composition C25H22CoN5O4S2 in a non-equilibrium geometry.

- charge = 0
- LUMO (alpha / beta) (eV) = -0.6 / -0.7
- HOMO energy (alpha / beta) (eV) = -7.8 / -7.7
- orbital gap (alpha / beta) (eV) = 7.13 / 7.05

```
59
C25H22CoN5O4S2 (ωB97M-V with the def2-TZVPD basis set)
Co 0.897 0.109 0.568
O 2.816 0.042 0.699
C 3.603 0.554 1.576
C 4.963 0.774 1.231
C 5.863 1.266 2.138
C 5.469 1.593 3.447
C 4.162 1.412 3.807
C 3.209 0.896 2.905
C 1.862 0.772 3.345
N 0.862 0.407 2.629
C -0.475 0.398 3.213
C -1.444 -0.063 2.125
N -1.012 0.632 0.937
C -1.776 1.381 0.236
C -1.319 2.244 -0.799
C -2.251 3.029 -1.504
C -1.848 3.950 -2.432
C -0.475 4.111 -2.682
C 0.458 3.360 -2.017
C 0.079 2.400 -1.045
O 1.004 1.763 -0.410
H 5.254 0.525 0.219
H 6.895 1.415 1.844
H 6.186 1.985 4.155
H 3.831 1.682 4.804
H 1.686 1.031 4.393
H -0.746 1.409 3.533
H -0.522 -0.269 4.077
H -2.481 0.158 2.392
H -1.326 -1.138 1.974
H -2.845 1.409 0.462
H -3.307 2.900 -1.291
H -2.571 4.559 -2.957
H -0.152 4.848 -3.407
H 1.517 3.479 -2.205
N -5.575 -2.337 -2.959
C -4.226 -2.100 -2.776
C -3.314 -3.161 -2.791
C -1.957 -2.919 -2.691
C -1.499 -1.615 -2.568
C -2.390 -0.552 -2.537
C -3.745 -0.792 -2.640
S 0.234 -1.281 -2.441
O 0.958 -2.383 -3.014
O 0.460 0.044 -2.927
N 0.470 -1.247 -0.813
C 0.759 -2.324 -0.054
S 1.136 -3.971 -0.490
C 1.330 -4.326 1.199
C 1.150 -3.211 1.940
N 0.801 -2.092 1.234
H -5.902 -3.270 -2.786
H -6.210 -1.606 -2.692
H -3.682 -4.174 -2.900
H -1.241 -3.729 -2.719
H -2.000 0.455 -2.443
H -4.450 0.032 -2.635
H 1.578 -5.321 1.530
H 1.247 -3.143 3.014
```



[4]
DFT (ωB97M-V with the def2-TZVPD basis set) results for a structure of composition C25H22I3N3O4PdS in a non-equilibrium geometry.

- charge = -2
- relative energy (zero: lowest compared OMol25 entry of this formula, charge and spin) (kJ/mol) = 0.5
- LUMO (eV) = 3.1
- HOMO energy (eV) = -3.1
- orbital gap (eV) = 6.23

```
59
C25H22I3N3O4PdS (ωB97M-V with the def2-TZVPD basis set)
Pd 13.392 6.699 8.679
I 20.057 11.071 14.376
C 18.023 10.922 13.769
C 17.538 11.988 12.970
C 16.218 12.036 12.532
I 15.616 13.370 11.066
C 15.234 11.075 12.843
O 14.109 11.105 12.358
C 15.779 9.953 13.623
C 14.794 8.799 13.895
N 14.203 8.331 12.651
C 15.067 7.713 11.692
C 15.690 8.533 10.544
C 16.683 9.450 10.729
C 17.154 10.164 9.676
C 16.770 9.851 8.412
C 15.835 8.856 8.254
N 15.269 8.194 9.276
C 17.114 9.913 14.081
H 18.233 12.725 12.636
H 14.019 9.119 14.538
H 15.302 7.994 14.346
H 13.757 9.110 12.186
H 14.496 6.959 11.170
H 15.841 7.229 12.299
H 17.067 9.555 11.714
H 17.900 10.917 9.898
H 17.093 10.500 7.604
H 15.590 8.610 7.205
H 17.470 9.029 14.608
C 8.530 6.244 4.160
C 8.244 7.681 4.163
C 9.221 8.603 3.749
C 8.952 9.963 3.681
C 7.710 10.482 4.097
C 6.808 9.564 4.614
C 7.043 8.187 4.658
S 7.182 12.156 3.528
O 7.463 12.074 2.092
O 7.922 13.234 4.150
O 5.739 12.129 3.797
H 8.558 5.791 3.158
H 7.763 5.761 4.721
H 9.504 5.976 4.549
H 10.224 8.226 3.565
H 9.765 10.621 3.362
H 5.845 9.915 4.923
H 6.214 7.541 4.988
I 11.740 3.844 7.763
C 11.433 5.997 8.129
C 11.432 6.564 9.460
C 10.647 7.767 9.542
C 10.028 8.314 8.475
C 10.097 7.597 7.241
N 10.744 6.466 7.091
H 11.671 5.946 10.289
H 10.509 8.237 10.498
H 9.386 9.132 8.553
H 9.625 8.101 6.417
```



[5]
DFT (ωB97M-V with the def2-TZVPD basis set) results for a structure of composition C25H22InN3O4S2.

- charge = +2
- LUMO (eV) = -7.4
- HOMO energy (eV) = -14.1
- orbital gap (eV) = 6.66

```
57
C25H22InN3O4S2 (ωB97M-V with the def2-TZVPD basis set)
In -2.254 1.130 1.480
O -2.114 5.636 2.343
C -2.273 4.343 2.224
O -1.375 3.543 2.026
C -3.678 3.871 2.390
C -4.727 4.657 2.808
C -5.954 4.037 3.061
C -6.061 2.665 2.934
C -4.951 1.946 2.510
N -3.807 2.551 2.206
C -4.938 0.422 2.466
O -5.946 -0.190 2.667
O -3.752 -0.083 2.218
H -1.172 5.870 2.277
H -4.588 5.718 2.952
H -6.800 4.626 3.386
H -6.967 2.122 3.167
S 0.015 1.596 0.651
C 0.264 0.429 -0.586
N 1.193 0.628 -1.474
C 1.357 -0.320 -2.589
C 1.239 -1.715 -2.055
N -0.047 -1.854 -1.366
C -0.653 -3.221 -1.369
C -0.080 -4.063 -0.260
C 1.179 -4.643 -0.403
C 1.719 -5.403 0.621
C 0.997 -5.597 1.792
C -0.265 -5.043 1.931
C -0.806 -4.276 0.908
C -0.551 -0.870 -0.666
S -2.005 -1.038 0.171
C 2.061 1.851 -1.498
C 3.469 1.531 -1.904
C 4.283 0.803 -1.039
C 5.580 0.486 -1.409
C 6.071 0.906 -2.640
C 5.268 1.642 -3.498
C 3.965 1.952 -3.132
H 2.340 -0.158 -3.020
H 0.596 -0.102 -3.342
H 2.050 -1.956 -1.363
H 1.261 -2.432 -2.872
H -0.430 -3.636 -2.351
H -1.730 -3.103 -1.284
H 1.729 -4.535 -1.332
H 2.690 -5.863 0.499
H 1.414 -6.201 2.588
H -0.839 -5.219 2.831
H -1.803 -3.868 1.010
H 2.035 2.277 -0.500
H 1.583 2.553 -2.186
H 3.911 0.497 -0.066
H 6.215 -0.073 -0.735
H 7.087 0.666 -2.925
H 5.656 1.978 -4.450
H 3.339 2.530 -3.803
```



[6]
DFT (ωB97M-V with the def2-TZVPD basis set) results for an isolated molecule of C25H22N2O6.

- charge = 0
- relative energy (zero: lowest compared OMol25 entry of this formula, charge and spin) (kJ/mol) = 124.2
- LUMO (eV) = -0.5
- HOMO energy (eV) = -8.6
- orbital gap (eV) = 8.03
- SMILES string = COc1ccc(/C(O)=C/C(=O)C(=O)NNC(=O)C(O)(c2ccccc2)c2ccccc2)cc1

```
55
C25H22N2O6 (ωB97M-V with the def2-TZVPD basis set)
C 10.053 0.439 0.658
O 8.821 0.927 1.139
C 7.675 0.449 0.605
C 7.596 -0.508 -0.405
C 6.364 -0.917 -0.869
C 5.177 -0.394 -0.352
C 3.904 -0.866 -0.885
O 3.982 -1.831 -1.787
C 2.678 -0.364 -0.505
C 1.479 -0.872 -1.064
O 1.411 -1.775 -1.917
C 0.200 -0.235 -0.555
O 0.148 0.656 0.280
N -0.893 -0.766 -1.125
N -2.155 -0.315 -0.781
C -3.262 -0.770 -1.416
O -3.207 -1.610 -2.281
C -4.568 -0.192 -0.836
O -5.555 -0.380 -1.832
C -4.480 1.294 -0.525
C -5.230 1.848 0.506
C -5.211 3.214 0.730
C -4.458 4.043 -0.083
C -3.738 3.502 -1.135
C -3.754 2.138 -1.360
C -4.813 -1.061 0.392
C -4.153 -0.816 1.592
C -4.361 -1.644 2.680
C -5.217 -2.728 2.582
C -5.861 -2.986 1.385
C -5.657 -2.159 0.294
C 5.266 0.566 0.665
C 6.489 0.977 1.132
H 10.150 -0.638 0.825
H 10.819 0.963 1.228
H 10.182 0.658 -0.406
H 8.488 -0.937 -0.834
H 6.307 -1.658 -1.652
H 3.050 -2.059 -2.069
H 2.577 0.423 0.218
H -0.854 -1.500 -1.826
H -2.126 0.438 -0.104
H -6.402 -0.079 -1.483
H -5.828 1.209 1.140
H -5.791 3.629 1.540
H -4.442 5.107 0.095
H -3.164 4.145 -1.786
H -3.211 1.723 -2.196
H -3.486 0.028 1.687
H -3.847 -1.441 3.609
H -5.374 -3.372 3.434
H -6.521 -3.835 1.295
H -6.139 -2.369 -0.649
H 4.373 0.988 1.096
H 6.567 1.714 1.916
```



[7]
DFT (ωB97M-V with the def2-TZVPD basis set) results for a cluster of 2 separate species, C25H22N3O8S in total in a non-equilibrium geometry.

- charge = -1
- relative energy (zero: lowest compared OMol25 entry of this formula, charge and spin) (kJ/mol) = 0.0
- LUMO (eV) = 0.7
- HOMO energy (eV) = -2.6
- orbital gap (eV) = 3.28

```
59
C25H22N3O8S (ωB97M-V with the def2-TZVPD basis set)
C 4.971 -0.042 0.847
C 3.723 0.547 1.443
C 3.751 1.846 1.955
C 2.625 2.412 2.551
C 1.434 1.677 2.608
S -0.025 2.401 3.330
O -0.674 1.524 4.265
O 0.230 3.787 3.603
N -1.150 2.311 2.028
C -0.996 2.982 0.799
C 0.030 3.784 0.331
C -0.118 4.305 -0.965
N 0.927 5.100 -1.531
O 0.754 5.602 -2.667
O 1.983 5.267 -0.878
C -1.282 4.037 -1.742
C -2.299 3.225 -1.245
C -2.156 2.693 0.033
C -2.991 1.842 0.865
N -4.282 1.397 0.556
O -4.754 1.621 -0.582
O -4.933 0.796 1.449
C -2.337 1.628 2.063
C 1.389 0.376 2.102
C 2.522 -0.171 1.501
H 4.792 -1.055 0.483
H 5.329 0.567 0.011
H 5.777 -0.080 1.589
H 4.680 2.417 1.886
H 2.666 3.421 2.952
H 0.911 4.011 0.921
H -1.351 4.476 -2.730
H -3.191 2.999 -1.822
H -2.692 1.067 2.911
H 0.475 -0.208 2.176
H 2.479 -1.176 1.074
C 0.730 -4.213 1.420
C -0.774 -4.131 1.383
O -1.225 -3.014 2.159
C -2.585 -2.892 2.019
C -3.212 -2.056 3.015
C -4.603 -1.986 3.152
C -5.479 -2.522 2.149
C -6.853 -2.460 2.279
C -7.435 -1.874 3.417
C -6.605 -1.350 4.425
C -5.223 -1.393 4.306
O -3.148 -3.511 1.102
H 1.024 -5.184 1.011
H 1.177 -3.441 0.787
H 1.144 -4.122 2.428
H -1.108 -4.016 0.346
H -1.222 -5.047 1.799
H -2.562 -1.554 3.721
H -5.020 -2.971 1.273
H -7.481 -2.864 1.485
H -8.521 -1.818 3.512
H -7.053 -0.899 5.312
H -4.566 -0.986 5.081
```



[8]
DFT (ωB97M-V with the def2-TZVPD basis set) results for a structure of composition C25H22N5S4Ti in a non-equilibrium geometry.

- charge = +1
- relative energy (zero: lowest compared OMol25 entry of this formula, charge and spin) (kJ/mol) = 20.6
- LUMO (eV) = -3.9
- HOMO energy (eV) = -10.2
- orbital gap (eV) = 6.29

```
57
C25H22N5S4Ti (ωB97M-V with the def2-TZVPD basis set)
Ti 0.692 0.298 -0.280
C -2.182 0.445 -1.293
N -1.459 0.865 -0.052
C -2.070 0.264 1.168
C -1.056 -0.174 2.191
C -1.416 -0.394 3.505
C -0.477 -0.925 4.374
C 0.786 -1.229 3.895
C 1.075 -0.971 2.571
N 0.172 -0.437 1.734
C -1.431 2.353 0.078
C -0.374 2.788 1.061
C -0.529 3.933 1.808
C 0.505 4.332 2.644
C 1.638 3.545 2.711
C 1.710 2.395 1.944
N 0.729 2.022 1.118
C -1.276 0.381 -2.494
C -1.774 0.457 -3.778
C -0.904 0.295 -4.842
C 0.434 0.053 -4.586
C 0.867 -0.004 -3.280
N 0.022 0.170 -2.251
H -3.036 1.099 -1.477
H -2.569 -0.558 -1.111
H -2.623 -0.620 0.853
H -2.795 0.953 1.604
H -2.420 -0.161 3.835
H -0.732 -1.107 5.410
H 1.548 -1.658 4.530
H 2.047 -1.184 2.148
H -2.406 2.717 0.413
H -1.224 2.776 -0.906
H -1.441 4.509 1.725
H 0.420 5.238 3.228
H 2.471 3.808 3.347
H 2.580 1.754 1.965
H -2.828 0.639 -3.936
H -1.271 0.356 -5.858
H 1.150 -0.082 -5.385
H 1.906 -0.158 -3.034
S 3.056 0.081 -0.197
S 4.053 1.886 -0.556
S 3.123 2.431 -2.275
S 1.234 2.754 -1.571
N 0.225 -7.185 -1.459
C 0.322 -6.055 -1.281
C 0.439 -4.631 -1.040
C 1.517 -3.914 -1.544
C 1.616 -2.551 -1.307
C 0.668 -1.847 -0.549
C -0.393 -2.618 -0.047
C -0.530 -3.975 -0.293
H 2.277 -4.426 -2.119
H 2.472 -2.038 -1.729
H -1.165 -2.171 0.566
H -1.372 -4.526 0.105
```